<one>
# C20H57N3O11

A 7-piece molecular cluster, C20H57N3O11 overall (wB97M-V/def2-TZVPD, OMol25).

CARTESIAN COORDINATES (ANGSTROEM)
C1 -2.590 4.132 1.746
O1 -2.352 3.228 2.790
C2 -1.268 3.585 3.615
C3 -1.072 2.520 4.694
C4 -0.572 1.195 4.119
N1 -2.306 2.272 5.451
H1 -3.039 5.062 2.120
H2 -3.324 3.733 1.047
H3 -1.683 4.373 1.184
H4 -0.339 3.724 3.049
H5 -1.512 4.542 4.093
H6 -0.284 2.820 5.388
H7 -0.377 0.427 4.867
H8 0.378 1.363 3.601
H9 -1.262 0.764 3.388
H10 -2.620 3.147 5.854
H11 -2.988 1.918 4.790
C5 4.936 0.906 -4.204
O2 4.659 -0.453 -4.014
C6 4.215 -0.739 -2.690
C7 3.975 -2.247 -2.570
C8 2.758 -2.657 -3.388
N2 3.815 -2.645 -1.163
H12 5.352 0.976 -5.209
H13 5.661 1.323 -3.490
H14 4.068 1.575 -4.119
H15 4.887 -0.319 -1.932
H16 3.255 -0.207 -2.579
H17 4.896 -2.671 -2.982
H18 1.879 -2.061 -3.138
H19 2.576 -3.710 -3.173
H20 2.941 -2.513 -4.452
H21 4.628 -2.299 -0.662
H22 3.014 -2.138 -0.778
C9 2.150 -3.466 2.823
O3 1.050 -2.578 2.630
C10 -0.159 -2.830 3.311
C11 -0.703 -4.258 3.139
C12 -1.167 -4.493 1.701
N3 -1.772 -4.515 4.105
H23 2.395 -3.443 3.889
H24 2.976 -3.043 2.260
H25 1.905 -4.470 2.484
H26 0.072 -2.661 4.376
H27 -0.903 -2.078 3.051
H28 0.137 -4.939 3.319
H29 -0.327 -4.432 1.008
H30 -1.958 -3.801 1.419
H31 -1.563 -5.509 1.646
H32 -1.787 -5.498 4.338
H33 -1.578 -3.984 4.947
O4 0.591 5.871 -2.106
C13 0.202 4.610 -2.584
C14 0.791 3.509 -1.691
O5 0.111 3.488 -0.420
H34 0.059 6.161 -1.363
H35 -0.879 4.504 -2.673
H36 0.649 4.415 -3.561
H37 1.850 3.675 -1.485
H38 0.707 2.515 -2.136
H39 0.687 3.906 0.223
O6 -3.469 -1.536 1.177
C15 -4.408 -1.855 0.180
C16 -4.787 -0.556 -0.561
O7 -3.749 -0.158 -1.458
H40 -3.555 -2.137 1.921
H41 -4.064 -2.497 -0.640
H42 -5.327 -2.289 0.589
H43 -4.975 0.261 0.144
H44 -5.679 -0.710 -1.172
H45 -3.026 0.136 -0.879
O8 -1.059 0.893 -0.440
C17 -0.211 0.176 0.443
C18 0.901 -0.495 -0.348
O9 1.810 -1.181 0.496
H46 -0.866 1.836 -0.349
H47 0.208 0.888 1.157
H48 -0.826 -0.536 1.000
H49 1.451 0.289 -0.882
H50 0.569 -1.168 -1.148
H51 1.286 -1.672 1.183
O10 1.008 1.098 -5.312
C19 0.446 0.321 -4.266
C20 -0.937 0.825 -3.958
O11 -1.748 0.802 -5.125
H52 0.576 0.818 -6.126
H53 0.379 -0.742 -4.541
H54 1.114 0.322 -3.402
H55 -0.839 1.868 -3.623
H56 -1.427 0.362 -3.095
H57 -2.636 1.059 -4.867

Values from the calculation:
2S+1 = 1
molecular weight = 515.69 g mol⁻¹
SMILES = COC[C@H](C)N.COC[C@H](C)N.COC[C@H](C)N.OCCO.OCCO.OCCO.OCCO

Atom charges from the Löwdin analysis, given in e for atoms 1 to 8: C -0.109; O -0.186; C -0.217; C -0.425; C -0.072; N 0.040; H 0.090; H 0.091

***

<two>
# C20H57N3O11

A 7-piece molecular cluster, C20H57N3O11 overall (wB97M-V/def2-TZVPD, OMol25).

CARTESIAN COORDINATES (ANGSTROEM)
C1 1.487 18.326 3.669
O1 1.603 19.026 4.891
C2 0.419 18.923 5.670
C3 0.513 17.787 6.679
C4 1.850 17.738 7.453
N1 0.182 16.473 6.066
H1 0.922 17.400 3.802
H2 2.491 18.045 3.352
H3 0.980 18.868 2.864
H4 0.243 19.833 6.253
H5 -0.477 18.852 5.051
H6 -0.213 17.991 7.471
H7 1.921 16.975 8.227
H8 2.100 18.708 7.891
H9 2.684 17.540 6.772
H10 1.007 16.167 5.545
H11 0.272 15.844 6.870
C5 -0.838 13.622 -0.141
O2 0.022 13.890 0.924
C6 1.252 14.523 0.519
C7 2.156 14.761 1.713
C8 3.370 15.682 1.339
N2 2.831 13.476 2.052
H12 -0.815 14.314 -0.993
H13 -1.859 13.638 0.247
H14 -0.696 12.636 -0.600
H15 1.799 13.849 -0.151
H16 0.934 15.360 -0.110
H17 1.705 15.180 2.608
H18 3.892 15.980 2.241
H19 2.932 16.569 0.863
H20 3.985 15.213 0.576
H21 2.165 12.962 2.630
H22 2.933 12.885 1.234
C9 -5.892 18.332 1.047
O3 -4.523 18.552 0.848
C10 -3.689 17.649 1.561
C11 -2.336 17.688 0.836
C12 -1.374 16.657 1.419
N3 -1.761 19.034 0.896
H23 -6.478 18.921 0.346
H24 -6.123 18.647 2.072
H25 -6.315 17.318 1.016
H26 -3.605 17.816 2.639
H27 -4.105 16.658 1.347
H28 -2.652 17.449 -0.191
H29 -1.693 15.619 1.383
H30 -1.382 16.918 2.485
H31 -0.335 16.703 1.099
H32 -0.959 19.179 0.306
H33 -2.565 19.617 0.684
O4 -2.890 20.337 6.445
C13 -3.067 20.137 5.055
C14 -2.127 20.999 4.221
O5 -2.522 22.353 4.262
H34 -3.288 21.183 6.665
H35 -3.087 19.097 4.733
H36 -4.091 20.466 4.827
H37 -1.967 20.583 3.222
H38 -1.165 20.870 4.726
H39 -1.751 22.920 4.192
O6 -4.550 14.340 -3.183
C15 -5.669 14.402 -2.328
C16 -5.182 14.430 -0.859
O7 -4.713 13.134 -0.533
H40 -4.243 15.211 -3.438
H41 -6.285 15.253 -2.634
H42 -6.211 13.458 -2.408
H43 -5.940 14.641 -0.103
H44 -4.490 15.281 -0.802
H45 -4.031 12.899 -1.175
O8 -9.500 18.695 -2.674
C17 -8.855 18.965 -1.421
C18 -9.717 18.705 -0.202
O9 -10.712 19.717 -0.195
H46 -10.161 19.392 -2.758
H47 -7.927 18.396 -1.394
H48 -8.724 20.055 -1.460
H49 -9.089 18.599 0.690
H50 -10.181 17.717 -0.316
H51 -11.300 19.555 0.549
O10 -5.573 13.984 4.747
C19 -5.696 14.905 3.632
C20 -6.324 16.195 4.183
O11 -7.645 16.014 4.573
H52 -4.939 14.392 5.346
H53 -4.665 15.160 3.364
H54 -6.328 14.463 2.868
H55 -6.260 16.919 3.357
H56 -5.580 16.612 4.884
H57 -7.697 15.113 4.930

Values from the calculation:
2S+1 = 1
molecular weight = 515.69 g mol⁻¹
SMILES = COC[C@H](C)N.COC[C@H](C)N.COC[C@H](C)N.OCCO.OCCO.OCCO.OCCO

Atom charges from the Löwdin analysis, given in e for atoms 1 to 8: C -0.109; O -0.169; C -0.210; C -0.411; C -0.066; N 0.034; H 0.057; H 0.083

***

Question: of the structures shown, which is the least stable? Reply: <two>.